Entry 1:
A cluster of 4 separate species, H8O4 in total in a non-equilibrium geometry, computed with the ωB97M-V functional and the def2-TZVPD basis.

- Energy: -8318.6712 eV
- Largest force on an atom: 8.934 eV/Å
- Relative energy (zero: lowest compared OMol25 entry of this formula, charge and spin): 2.005 eV
- Orbital gap: 0.4009 hartree
- LUMO level: 0.3 eV
- Structure (SMILES): O.O.O.O

CARTESIAN COORDINATES (ANGSTROEM)
O1 -1.215500 2.199417 -1.899000
H1 -0.754500 1.638417 -1.400000
H2 -1.802500 2.305417 -1.290000
O2 1.383500 -2.321583 -0.861000
H3 1.352500 -2.654583 0.028000
H4 0.760500 -2.764583 -1.367000
O3 -0.215500 0.388417 2.215000
H5 -0.186500 1.245417 2.787000
H6 -0.884500 0.076417 2.841000
O4 0.400500 0.261417 -0.557000
H7 0.350500 0.171417 0.345000
H8 0.811500 -0.545583 -0.842000

Forces on atoms 1 to 6 (eV/Å):
O 2.358 2.151 -7.584
H 4.564 -4.318 2.233
H -6.898 2.148 5.256
O 2.080 1.552 0.794
H -0.136 -0.344 0.483
H -1.873 -1.455 -1.343



Entry 2:
A structure of composition C35H29Cl3N6O2Ru in a non-equilibrium geometry, computed with the ωB97M-V functional and the def2-TZVPD basis.

- Energy: -89951.9575 eV
- Largest force on an atom: 3.521 eV/Å
- Relative energy (zero: lowest compared OMol25 entry of this formula, charge and spin): 0.000 eV
- Spin multiplicity: 2
- Orbital gap (spin up / spin down): 0.1512 / 0.1864 hartree
- LUMO level (spin up / spin down): 1.3 / 1.2 eV
- Total charge: -1
- <S²>: 0.77

CARTESIAN COORDINATES (ANGSTROEM)
Ru1 -0.376641 -0.883118 -0.038161
Cl1 6.343259 0.587682 -0.910661
C1 4.721559 0.798782 -0.361061
C2 3.854559 -0.273718 -0.370461
C3 2.517259 -0.121718 0.024439
N1 1.628659 -1.173418 -0.006261
C4 2.108259 -2.441218 0.178739
O1 3.206659 -2.729918 0.656639
C5 1.218559 -3.510118 -0.337061
C6 1.812959 -4.658718 -0.864361
C7 1.031859 -5.612018 -1.480961
C8 -0.350141 -5.396318 -1.528261
C9 -0.859341 -4.253918 -0.945261
N2 -0.119041 -3.314818 -0.359361
C10 2.064059 1.173682 0.363939
C11 2.970959 2.218282 0.453939
C12 4.293959 2.040682 0.086839
Cl2 5.388759 3.369582 0.193139
N3 0.675659 1.354682 0.655639
C13 0.534559 1.472982 2.126239
O2 0.982959 2.483482 2.690139
C14 -0.105641 0.392282 2.783539
C15 -0.347941 0.498982 4.181239
C16 -0.989541 -0.495218 4.854039
C17 -1.355741 -1.661718 4.144639
C18 -1.076941 -1.720718 2.798539
N4 -0.498241 -0.743018 2.109639
H1 4.209659 -1.242818 -0.682161
H2 2.886359 -4.753018 -0.800561
H3 1.471559 -6.492018 -1.926361
H4 -1.011841 -6.104718 -2.005461
H5 -1.930641 -4.092218 -0.961561
H6 2.659659 3.170782 0.845439
H7 -0.018041 1.407082 4.660439
H8 -1.212941 -0.409718 5.908739
H9 -1.836241 -2.490018 4.637939
H10 -1.338641 -2.612118 2.235339
N5 -7.803641 -0.822618 0.934939
C19 -6.655141 -0.778418 0.779139
C20 -5.284941 -0.740418 0.586939
C21 -4.497141 -1.923618 0.551539
C22 -3.155441 -1.839918 0.339939
N6 -2.474341 -0.677118 0.149439
C23 -3.221541 0.455282 0.208439
C24 -4.568341 0.476082 0.412539
H11 -4.966041 -2.885518 0.698439
H12 -2.552541 -2.736918 0.325239
H13 -2.680341 1.383782 0.079339
H14 -5.098341 1.415582 0.446339
Cl3 1.533959 8.071682 1.510839
C25 1.076359 6.472482 1.026739
C26 0.120759 5.786682 1.757339
C27 -0.222441 4.500982 1.380939
C28 0.385659 3.890182 0.290339
C29 0.042559 2.467482 -0.089361
C30 1.304559 4.622582 -0.455561
C31 1.663559 5.908182 -0.090661
H15 -0.339041 6.248682 2.616439
H16 -0.950341 3.961382 1.964539
H17 0.285159 2.303882 -1.144161
H18 -1.035541 2.340482 0.046039
H19 1.775759 4.171382 -1.315761
H20 2.401659 6.458182 -0.655061
C32 -0.474441 -1.488218 -4.518061
C33 0.212159 -1.319818 -3.153861
C34 1.464259 -0.462418 -3.325161
C35 -0.758141 -0.688318 -2.149761
H21 0.229659 -1.872818 -5.255361
H22 -0.846941 -0.527718 -4.870261
H23 -1.311941 -2.180618 -4.447761
H24 0.512059 -2.320418 -2.814861
H25 1.187459 0.534782 -3.664361
H26 2.138559 -0.900218 -4.060261
H27 1.996459 -0.359618 -2.383561
H28 -1.755441 -1.115918 -2.340861
H29 -0.832741 0.388282 -2.382061

Forces on atoms 1 to 6 (eV/Å):
Ru -1.079 0.712 0.161
Cl 0.289 -0.172 -0.101
C -0.292 0.054 0.075
C -0.044 0.181 0.122
C 0.367 0.653 0.139
N 0.152 -1.563 -0.233



Entry 3:
The ion C5H13S with charge +1, computed with the ωB97M-V functional and the def2-TZVPD basis.

- Energy: -16223.6196 eV
- Largest force on an atom: 0.244 eV/Å
- Relative energy (zero: lowest compared OMol25 entry of this formula, charge and spin): 0.055 eV
- Orbital gap: 0.4374 hartree
- LUMO level: -3.7 eV
- Total charge: +1

CARTESIAN COORDINATES (ANGSTROEM)
C1 -1.268290 1.699234 -1.735683
C2 -1.075615 0.890070 -0.459786
C3 0.085976 -0.102944 -0.563106
C4 0.734398 -0.468980 0.766590
C5 1.997809 -1.309486 0.653634
S1 -0.490863 -1.513968 1.671486
H1 -2.064506 2.429189 -1.608541
H2 -1.533229 1.053571 -2.572058
H3 -0.360426 2.239874 -2.000829
H4 -2.006276 0.347616 -0.261912
H5 -0.916735 1.562336 0.389054
H6 -0.245167 -1.017486 -1.063552
H7 0.888529 0.319001 -1.171897
H8 0.890895 0.417709 1.378312
H9 2.798868 -0.680342 0.273859
H10 1.844585 -2.143882 -0.029761
H11 2.315345 -1.707734 1.617816
H12 -1.515691 -0.651294 1.775643
H13 -0.079606 -1.362485 2.940733

Forces on atoms 1 to 6 (eV/Å):
C -0.011 0.012 0.006
C -0.047 -0.108 0.041
C -0.071 0.006 0.042
C 0.119 0.055 -0.084
C -0.171 -0.097 0.075
S -0.108 -0.203 -0.082